The following is a quantum chemistry calculation of 5 unconnected molecules or ions with the total composition C46H91N4O6P in a non-equilibrium geometry, from the Open Molecules 2025 dataset.

gap between HOMO and LUMO	6.06	eV
E_HOMO	-0.29493	hartree

Cartesian coordinates (Å):
P 2.320 5.778 6.625
O 2.164 4.375 7.695
O 4.635 2.478 0.000
O 0.944 6.585 6.763
O 3.646 6.726 7.298
O 2.517 7.466 0.548
O 4.046 1.455 3.078
N 1.235 -5.489 -0.461
N -3.220 -5.418 -6.173
N -0.131 -0.854 -4.698
N -2.957 3.877 5.652
C 0.479 -1.955 -3.945
C 2.160 -5.614 -1.589
C 0.796 5.658 -1.754
C 1.716 0.215 1.101
C -0.871 -6.432 -6.154
C 0.325 -6.613 -0.235
C -1.792 7.028 1.086
C 2.960 -5.776 1.407
C 3.593 0.619 4.206
C 2.681 5.302 2.047
C 3.576 3.231 0.313
C 2.456 3.761 -0.810
C -0.610 3.418 4.902
C -0.717 5.825 -1.126
C 3.315 -1.748 5.388
C -2.102 3.191 4.680
C 3.241 3.587 4.674
C 3.695 -0.997 3.956
C -2.923 8.219 1.218
C 2.659 5.119 4.859
C 1.730 -2.603 -4.535
C 3.285 3.753 1.870
C 2.386 6.139 0.629
C 0.014 1.574 -5.304
C -1.851 -5.396 -6.698
C 0.076 -1.635 2.028
C 3.550 2.858 3.221
C 1.380 -0.687 2.469
C -5.146 3.699 4.340
C 0.731 0.326 -4.797
C 2.378 5.997 3.502
C 1.473 -5.888 -2.924
C -2.978 -5.865 -3.668
C -0.001 -1.556 -7.152
C -2.955 6.170 4.524
C -2.772 5.323 5.779
C -3.371 -4.925 -4.803
C -0.840 -1.249 -5.916
C 1.865 -4.944 0.746
C -3.948 -6.643 -6.510
C 0.945 -7.987 -0.003
C -4.352 3.426 5.615
C -5.448 -6.563 -6.242
C 1.907 5.166 -0.644
C 2.708 -1.590 2.792
C -0.976 7.246 -0.343
H -2.244 5.936 1.155
H -0.314 3.145 5.921
H 2.911 -6.393 -1.412
H 1.241 4.468 8.119
H -0.875 -0.935 2.175
H 1.164 6.670 -2.218
H 0.180 -8.760 -0.135
H -0.350 -6.685 -1.097
H -2.815 -3.985 -4.689
H -0.032 2.797 4.209
H 1.092 -4.723 1.493
H -4.010 6.325 4.291
H 3.465 -0.916 6.222
H -2.353 3.474 3.652
H 2.547 -6.631 1.945
H 2.293 -3.965 0.494
H -4.417 -4.633 -4.657
H -0.049 -2.584 2.702
H -0.271 -2.736 -3.768
H -2.463 5.739 3.648
H -3.820 7.843 1.907
H 4.339 0.862 5.107
H 0.002 7.859 -0.106
H -1.764 5.506 6.169
H 3.270 -1.843 1.787
H -4.603 3.408 3.438
H -4.365 2.343 5.792
H 1.753 -8.210 -0.704
H 4.028 -2.656 5.625
H 3.703 -6.134 0.690
H -3.434 5.709 6.564
H -2.272 2.110 4.758
H -1.902 -5.522 -7.788
H 2.521 0.892 4.613
H -1.481 -2.113 -5.702
H -6.079 3.123 4.359
H -3.413 8.525 0.179
H 0.997 -6.874 -2.944
H 4.800 -1.335 3.660
H 2.305 -2.638 3.197
H 1.327 -8.092 1.014
H -1.288 -7.442 -6.154
H -0.323 4.459 4.723
H -5.670 -6.486 -5.173
H -0.303 1.469 -6.346
H 0.787 -0.819 -7.322
H -0.544 -6.184 -5.143
H 3.490 -5.164 2.146
H -2.458 9.174 1.761
H 0.714 -5.129 -3.142
H -5.428 4.751 4.260
H 0.998 -0.022 3.352
H 0.455 -2.547 -7.095
H -0.865 1.801 -4.692
H 0.787 0.241 0.366
H -1.460 5.804 -2.047
H -2.518 7.161 4.684
H 3.357 6.867 8.268
H 0.098 -1.932 0.895
H 2.473 -1.867 -4.849
H -3.830 -6.843 -7.583
H 3.442 2.991 5.689
H 1.603 0.137 -5.434
H 2.151 3.044 -1.692
H -0.961 4.880 -0.439
H -0.643 -1.554 -8.039
H 0.688 2.436 -5.254
H -5.898 -5.705 -6.754
H -1.547 -0.452 -6.174
H 2.176 -2.021 5.369
H -4.896 3.852 6.467
H 2.210 -5.866 -3.734
H 2.202 -3.241 -3.779
H -1.896 -5.908 -3.535
H 1.119 0.568 -3.799
H -0.342 -6.382 0.605
H 0.721 4.804 -2.581
H 2.621 -0.218 0.486
H -1.632 7.949 -1.051
H 0.734 -1.583 -2.944
H -1.047 7.174 2.005
H 1.960 1.297 1.507
H 1.488 -3.246 -5.382
H -1.421 -4.396 -6.555
H -5.942 -7.468 -6.611
H -3.352 -6.882 -3.813
H -3.399 -5.497 -2.726
H 1.953 7.087 3.538
H -3.542 -7.513 -5.983
H 0.028 -6.451 -6.781
H 2.709 -4.671 -1.705